(1)
{"formula": "C9H13N4S", "method": "ωB97M-V/def2-TZVPD", "symbols": ["C", "C", "C", "C", "C", "C", "C", "C", "C", "N", "N", "N", "N", "S", "H", "H", "H", "H", "H", "H", "H", "H", "H", "H", "H", "H", "H"], "positions_angstrom": [[-1.65904, -0.43894, 0.32231], [-1.90762, 1.65214, -0.34658], [2.58827, -0.33561, 1.27256], [3.03413, 0.93221, 1.25223], [-0.99013, -1.81828, 0.35391], [1.32601, -2.09018, -0.35705], [2.02438, -0.80605, 0.08361], [2.01240, 0.20976, -0.88701], [-1.70600, 2.99737, -0.79901], [-2.89711, -0.04931, 0.52846], [-3.03551, 1.23124, 0.16195], [-1.02744, 0.62568, -0.22435], [-0.05116, -1.79974, -0.73200], [2.75345, 1.68550, -0.30402], [2.74160, -0.86093, 2.22628], [3.19756, 1.28531, 2.21648], [-0.43440, -1.89577, 1.31390], [-1.80695, -2.53977, 0.35428], [1.80102, -2.58377, -1.29990], [1.29725, -2.80062, 0.59292], [-3.62002, -0.60824, 1.00541], [1.67876, 0.25207, -1.85262], [-2.44400, 3.69270, -0.38845], [-0.66616, 3.19649, -0.75597], [-1.99157, 2.84289, -1.90805], [-0.24203, -2.51718, -1.41973], [0.02429, 0.54105, -0.40956]], "charge": 1, "s2": 2.022, "homo_energy_ha": [-0.3205, -0.4624], "orbital_gap_ha": [0.2217, 0.2526], "lumo_energy_ha": [-0.099, -0.210], "multiplicity": 3}

***

(2)
{"formula": "C9H13N5S", "method": "ωB97M-V/def2-TZVPD", "symbols": ["C", "N", "C", "C", "S", "C", "C", "C", "C", "N", "C", "N", "C", "N", "N", "H", "H", "H", "H", "H", "H", "H", "H", "H", "H", "H", "H", "H"], "positions_angstrom": [[3.23942, -2.01932, -0.26706], [2.15180, -1.76993, -0.39297], [0.54405, -1.48026, -0.10570], [-0.34875, -2.03982, -1.18067], [-1.83540, -0.99620, -0.86781], [-0.79748, 0.53597, -0.85460], [-1.54613, 1.68455, -0.30689], [-2.81025, 1.95016, -1.06208], [0.50505, 0.11921, -0.10468], [1.55537, 0.83725, -0.55632], [2.11768, 1.60490, -1.25126], [0.39742, 0.27106, 1.37532], [0.46248, -0.88066, 2.01970], [0.59351, -1.04387, 3.28825], [0.43151, -1.93536, 1.17144], [4.25520, -2.26233, -0.03271], [0.08390, -1.83782, -2.23713], [-0.55775, -3.14817, -0.86531], [-0.42333, 0.65307, -1.84152], [-1.82322, 1.54412, 0.81655], [-1.06080, 2.66059, -0.34900], [-2.58443, 2.36176, -2.06023], [-3.32815, 2.88992, -0.74273], [-3.35905, 0.96556, -1.21585], [2.89567, 2.20105, -1.68760], [0.08589, 1.21252, 1.69082], [0.62274, -1.93175, 3.64149], [0.53305, -0.14622, 3.97855]], "smiles": "C#[N+][C@]12CS[C@@H](CC)[C@@]1([N+]#C)NC(N)=N2", "charge": 2, "homo_energy_ha": -0.5820, "orbital_gap_ha": 0.2566, "lumo_energy_ha": -0.325}

***

(3)
{"formula": "C9H13NO", "method": "ωB97M-V/def2-TZVPD", "symbols": ["C", "C", "C", "C", "C", "C", "C", "H", "H", "H", "H", "H", "H", "H", "H", "C", "C", "N", "O", "H", "H", "H", "H", "H"], "positions_angstrom": [[-2.85098, -1.29945, -1.96214], [-2.13200, -0.75478, -0.75226], [-0.80665, -1.11805, -0.50217], [-0.21786, -0.67386, 0.66972], [-0.90488, 0.05230, 1.63106], [-2.25279, 0.33247, 1.41090], [-2.83423, -0.03297, 0.20185], [-3.92711, -1.13587, -1.87292], [-2.59876, -2.34405, -2.09629], [-2.65593, -0.70950, -2.85924], [-0.35847, -1.89607, -1.10669], [0.82731, -0.90792, 0.83555], [-0.40519, 0.35319, 2.54143], [-2.74315, 1.00105, 2.10741], [-3.81107, 0.36450, -0.05132], [1.78968, 0.90400, -1.10491], [2.83653, 0.70225, -0.03479], [3.31064, 1.87058, 0.52427], [3.19312, -0.37863, 0.38220], [1.90188, 1.85556, -1.62013], [0.86701, 0.90747, -0.51779], [1.75749, 0.07659, -1.80521], [3.55358, 1.83357, 1.50273], [2.85775, 2.73731, 0.27902]], "smiles": "Cc1ccccc1.CC(N)=O", "homo_energy_ha": -0.3343, "orbital_gap_ha": 0.3638, "lumo_energy_ha": 0.029}

***

(4)
{"formula": "C9H13NO", "method": "ωB97M-V/def2-TZVPD", "symbols": ["C", "N", "C", "C", "O", "H", "H", "H", "H", "H", "H", "H", "C", "C", "C", "C", "C", "C", "H", "H", "H", "H", "H", "H"], "positions_angstrom": [[-1.80982, 1.84122, 0.75317], [-2.47492, 0.68362, 0.34951], [-2.02291, -0.25605, -0.47461], [-2.43998, -1.64668, -0.14276], [-1.15466, -0.15494, -1.38116], [-1.22371, 1.97887, -0.26819], [-2.47499, 2.69732, 0.88812], [-1.19085, 1.80748, 1.76500], [-3.02311, 0.25710, 1.16009], [-3.30028, -1.67956, 0.49859], [-1.71681, -2.30895, 0.09356], [-2.67223, -2.16296, -1.13811], [3.03139, -0.77487, 0.68004], [1.77411, -1.31091, 0.39169], [0.87430, -0.65717, -0.49605], [1.21144, 0.60348, -1.01985], [2.49925, 1.10722, -0.80639], [3.38605, 0.44001, -0.00409], [3.76807, -1.31132, 1.36875], [1.57113, -2.25083, 0.91600], [-0.15717, -1.01387, -0.73373], [0.39690, 1.27069, -1.47651], [2.83313, 2.01001, -1.24057], [4.31569, 0.83108, 0.31751]], "smiles": "CNC(C)=O.c1ccccc1", "homo_energy_ha": -0.3126, "orbital_gap_ha": 0.3353, "lumo_energy_ha": 0.023}

***

(5)
{"formula": "C9H13NO2", "method": "ωB97M-V/def2-TZVPD", "symbols": ["C", "C", "C", "C", "C", "C", "C", "C", "C", "N", "O", "O", "H", "H", "H", "H", "H", "H", "H", "H", "H", "H", "H", "H", "H"], "positions_angstrom": [[0.86347, -0.85892, 0.41854], [1.69698, 1.19729, -0.28646], [0.21066, 1.30337, -0.48436], [-2.69751, 0.24164, 0.59334], [-2.57438, -0.14096, -0.88996], [-1.29837, 0.05042, 1.20032], [-1.19209, -0.78235, -1.02898], [-0.32847, -0.04630, 0.00772], [3.31115, -0.50099, 0.55775], [1.94372, -0.10940, 0.21187], [3.85472, -1.53480, -0.20185], [2.55521, 2.01285, -0.46772], [-0.17909, 2.15509, 0.07373], [0.00325, 1.47859, -1.54138], [-3.03008, 1.27445, 0.69802], [-3.42106, -0.39037, 1.10692], [-3.36047, -0.82533, -1.20412], [-2.63768, 0.74952, -1.51602], [-1.02256, 0.85298, 1.88347], [-1.24943, -0.89099, 1.74908], [-1.23187, -1.83786, -0.75966], [-0.78856, -0.69782, -2.03658], [3.32225, -0.75343, 1.63040], [3.94142, 0.37665, 0.37528], [3.30877, -2.32332, -0.08938]], "homo_energy_ha": -0.3226, "orbital_gap_ha": 0.3414, "lumo_energy_ha": 0.019}

***

(6)
{"formula": "C9H13NO2", "method": "ωB97M-V/def2-TZVPD", "symbols": ["C", "C", "C", "C", "C", "O", "C", "C", "H", "H", "H", "H", "H", "H", "H", "H", "C", "C", "N", "O", "H", "H", "H", "H", "H"], "positions_angstrom": [[-0.92196, -2.29344, -1.26628], [-0.46126, -1.83822, 0.10376], [-1.10351, -0.78354, 0.74506], [-0.62363, -0.24160, 1.92840], [0.53762, -0.74693, 2.47845], [1.02620, -0.15018, 3.59964], [1.12426, -1.88824, 1.92827], [0.64581, -2.39965, 0.73668], [-1.00654, -1.43968, -1.93349], [-1.84457, -2.88156, -1.21230], [-0.18024, -2.98586, -1.67076], [-2.02725, -0.37608, 0.32888], [-1.10567, 0.60301, 2.38539], [1.95185, -0.39901, 3.74210], [1.93403, -2.31365, 2.49986], [1.10606, -3.30245, 0.34429], [0.58000, 1.69833, -1.97997], [0.45471, 3.09529, -1.44550], [-0.81955, 3.57984, -1.41003], [1.41458, 3.74892, -1.10520], [1.40587, 1.17695, -1.49634], [0.79866, 1.71133, -3.05563], [-0.28724, 1.05312, -1.83735], [-1.03340, 4.46935, -0.98392], [-1.56481, 2.90393, -1.42403]], "smiles": "Cc1ccc(O)cc1.CC(N)=O", "homo_energy_ha": -0.3133, "orbital_gap_ha": 0.3387, "lumo_energy_ha": 0.025}

***

(7)
{"formula": "C9H13NO2", "method": "ωB97M-V/def2-TZVPD", "symbols": ["C", "C", "C", "C", "C", "C", "C", "C", "C", "H", "H", "H", "H", "H", "H", "H", "H", "H", "H", "H", "H", "H", "N", "O", "O"], "positions_angstrom": [[-0.29639, -0.60486, 2.60493], [-1.13446, -0.59989, 1.39611], [-1.24685, 1.50810, 0.34571], [-0.97966, 2.60165, -0.50305], [0.03288, 2.33631, -1.46151], [0.70925, 0.92968, -1.46570], [0.53353, 0.07577, -0.38647], [1.34397, -1.15815, -0.29222], [0.62917, -2.26897, -1.16225], [0.69417, -1.49979, 2.48008], [-0.00176, 0.44719, 3.02686], [-1.16775, -1.09823, 3.26981], [-2.08776, -0.21530, 1.82442], [-1.29091, -1.54972, 0.85040], [-2.06083, 1.58608, 1.06906], [-1.60713, 3.43481, -0.35221], [1.37837, 1.65465, -2.93991], [1.40619, -1.30206, 0.84668], [2.39231, -0.94046, -0.76093], [1.47241, -2.98784, -1.25626], [0.13241, -1.99194, -2.18184], [-0.26988, -2.60856, -0.57505], [-0.61895, 0.33748, 0.35739], [0.48749, 3.09896, -2.22953], [1.55016, 0.81508, -2.50453]], "homo_energy_ha": -0.2840, "orbital_gap_ha": 0.3055, "lumo_energy_ha": 0.021}

***

(8)
{"formula": "C9H13NO2", "method": "ωB97M-V/def2-TZVPD", "symbols": ["C", "C", "C", "C", "C", "O", "C", "C", "H", "H", "H", "H", "H", "H", "H", "H", "C", "C", "N", "O", "H", "H", "H", "H", "H"], "positions_angstrom": [[-2.40509, -0.65413, 0.74140], [-0.94179, -0.91959, 0.87311], [-0.20620, -1.07628, -0.28145], [1.13923, -1.24811, -0.30098], [1.82952, -1.00641, 0.89619], [3.14240, -0.91835, 1.08005], [1.07588, -0.84854, 2.00769], [-0.28896, -0.78560, 2.07084], [-3.04804, -0.87466, 1.66701], [-2.77785, -1.19265, -0.17832], [-2.62025, 0.31129, 0.54234], [-0.78057, -1.17234, -1.25382], [1.76035, -1.76413, -1.08317], [3.39359, -0.76923, 2.08858], [1.66546, -0.81992, 2.97776], [-0.52413, -0.70587, 2.98706], [-0.94293, 1.98518, -1.00502], [-0.01072, 1.48964, -2.18799], [1.29984, 1.17907, -1.92883], [-0.40199, 1.28671, -3.31713], [-0.88192, 1.79040, 0.00308], [-2.00469, 1.55293, -1.30664], [-1.11874, 3.08400, -1.21308], [1.85155, 1.18950, -2.79371], [1.79606, 0.88709, -1.08494]], "smiles": "Cc1ccc(O)cc1.CC(N)=O", "homo_energy_ha": -0.3155, "orbital_gap_ha": 0.3360, "lumo_energy_ha": 0.020}

***

Computed E_tot, in the same sequence as the records: -967.54532; -1021.93407; -480.74433; -480.62762; -555.92757; -555.99567; -555.86570; -555.90457 Ha.
Computed ΔE to the lowest compared entry with this formula, charge and spin, in the same sequence as the records: 0.0; 264.3; 34.0; 340.4; 199.9; 21.1; 362.4; 260.3 kJ/mol.